# 1
Formula: C22H26N2O11
Source: the Open Molecules 2025 dataset
Level of theory: ωB97M-V with the def2-TZVPD basis set

Summary:
LUMO energy: -0.0563 Ha
Energy above the lowest of the compared OMol25 structures with the same formula, charge and spin: 0.000 eV
Kohn-Sham gap: 8.009 eV
Calculated total energy: -48734.888 eV
SMILES: C=CCO[C@@H](OC#N)[C@@H](N)COCCC.O=C1C=C(O)C(=O)C=C1O.O=C1C=C(O)C(=O)C=C1O

Positions of all 61 atoms, in Å:
O  -3.590  1.987  -0.324
O  0.275  3.234  2.148
O  -1.505  -1.157  -7.486
O  6.872  -2.281  2.301
O  7.269  -1.430  4.709
O  2.531  -0.510  2.571
O  2.974  0.449  4.978
O  -1.184  -0.133  -2.914
O  -1.679  -2.673  -2.430
O  -2.033  -3.650  -7.012
O  -0.080  1.109  1.265
N  -0.743  4.015  -0.277
N  1.121  2.569  4.331
C  -1.657  -2.373  -3.610
C  -1.837  -2.878  -5.955
C  -4.073  1.410  0.878
C  1.069  -0.143  -0.414
C  -3.447  -0.905  -0.063
C  -2.185  2.042  -0.449
C  5.863  -1.642  2.869
C  4.678  -1.432  2.278
C  1.030  1.135  0.373
C  0.545  -1.291  -0.016
C  0.714  2.882  3.302
C  3.956  -0.219  4.403
C  5.141  -0.439  4.994
C  3.648  -0.724  3.007
C  -1.490  3.037  0.503
C  -1.889  -3.312  -4.688
C  -1.376  -0.926  -3.956
C  6.161  -1.166  4.274
C  -4.423  -0.080  0.771
C  -0.707  2.284  1.598
C  -1.322  -0.494  -5.225
C  -1.541  -1.436  -6.301
H  -2.428  -0.813  0.326
H  1.565  -0.091  -1.380
H  5.369  -0.086  5.989
H  -4.422  -0.482  1.791
H  -5.441  -0.204  0.392
H  0.598  -2.180  -0.634
H  2.240  0.519  4.336
H  0.989  1.975  -0.326
H  -4.973  1.972  1.144
H  -2.267  3.596  1.035
H  -3.444  -0.595  -1.110
H  0.049  -1.389  0.943
H  -1.744  1.048  -0.351
H  -0.265  4.684  0.311
H  -3.362  1.555  1.701
H  -3.697  -1.967  -0.025
H  -0.082  3.591  -0.913
H  -1.121  0.536  -5.481
H  4.453  -1.778  1.279
H  -1.930  -3.069  -7.792
H  -1.374  2.009  2.419
H  7.592  -2.287  2.965
H  -1.254  -0.690  -2.111
H  -1.991  2.386  -1.466
H  1.950  1.242  0.957
H  -2.099  -4.341  -4.432

These are the Löwdin partial charges, in e, on atoms 1 to 2: number 1, O, carries -0.122; number 2, O, carries 0.056

=====

# 2
Formula: C22H26N2O5
Source: the Open Molecules 2025 dataset
Level of theory: ωB97M-V with the def2-TZVPD basis set

Summary:
LUMO energy: 0.0241 Ha
Energy above the lowest of the compared OMol25 structures with the same formula, charge and spin: 2.291 eV
Kohn-Sham gap: 8.558 eV
Calculated total energy: -36453.894 eV
SMILES: COc1c(C)cccc1C(=O)Nc1ccc(OCC(=O)N2CCOCC2)cc1C

Positions of all 55 atoms, in Å:
O  -0.565  5.837  3.616
O  -3.956  3.181  1.767
O  -1.055  -2.977  0.589
O  1.754  -3.379  -2.334
O  -1.674  3.386  -0.902
N  0.468  -1.727  -0.576
N  -1.855  3.961  1.951
C  2.592  -5.377  -1.302
C  2.596  -6.256  -0.226
C  1.886  0.307  -1.978
C  -1.861  3.799  3.394
C  -0.682  4.666  1.484
C  -2.885  3.753  -0.286
C  1.753  -4.263  -1.257
C  1.771  -6.053  0.865
C  -1.904  1.080  -0.099
C  0.931  -4.036  -0.148
C  -1.726  5.169  4.061
C  0.559  0.558  -1.319
C  3.471  -5.627  -2.490
C  -1.345  -0.184  -0.035
C  -2.944  3.609  1.240
C  -0.004  -2.870  -0.012
C  -1.236  2.091  -0.771
C  -0.587  6.011  2.220
C  -0.123  -0.461  -0.634
C  0.690  -3.597  -3.241
C  -0.010  1.815  -1.375
C  0.940  -4.951  0.900
H  0.742  -4.600  -3.674
H  2.230  1.209  -2.477
H  3.251  -7.115  -0.257
H  2.638  0.019  -1.242
H  -3.727  3.175  -0.689
H  3.029  -6.392  -3.130
H  -1.014  3.164  3.678
H  -2.617  5.774  3.836
H  -2.853  1.253  0.383
H  0.282  -4.772  1.736
H  -1.444  6.642  1.934
H  -2.798  3.319  3.678
H  -3.035  4.806  -0.550
H  -0.722  4.833  0.411
H  1.334  -1.815  -1.091
H  -1.623  5.064  5.141
H  0.802  -2.855  -4.030
H  0.341  6.523  1.960
H  -1.864  -0.969  0.489
H  0.491  2.618  -1.895
H  4.448  -5.982  -2.171
H  3.594  -4.718  -3.072
H  1.814  -0.486  -2.722
H  1.777  -6.753  1.686
H  0.203  4.063  1.719
H  -0.281  -3.469  -2.752

These are the Löwdin partial charges, in e, on atoms 1 to 2: number 1, O, carries -0.130; number 2, O, carries 0.054

=====

# 3
Formula: C22H26N3
Source: the Open Molecules 2025 dataset
Level of theory: ωB97M-V with the def2-TZVPD basis set

Summary:
LUMO energy: -0.1883 Ha
Energy above the lowest of the compared OMol25 structures with the same formula, charge and spin: 2.507 eV
Kohn-Sham gap: 4.734 eV
Calculated total energy: -27698.050 eV
Total charge: +1

Positions of all 51 atoms, in Å:
N  3.885  -4.766  3.339
N  7.298  3.496  4.399
N  1.226  0.140  -0.048
C  4.775  -0.372  2.893
C  3.131  -2.646  4.278
C  1.096  -0.592  1.023
C  4.180  -7.019  2.660
C  3.610  -1.962  5.403
C  6.479  1.104  3.765
C  1.233  1.599  0.029
C  2.753  -1.159  6.152
C  0.919  -1.751  4.686
C  5.200  0.905  3.219
C  6.921  2.424  4.114
C  4.707  -5.589  2.468
C  3.258  -6.990  3.893
C  6.935  -1.259  3.578
C  1.769  -2.572  3.944
C  7.345  0.013  3.939
C  3.207  -5.534  4.377
C  1.349  -0.471  -1.368
C  5.623  -1.486  3.103
C  4.088  -3.427  3.440
C  5.190  -2.850  2.845
C  1.409  -1.039  5.785
H  7.598  -2.119  3.712
H  1.462  0.336  -2.095
H  1.396  -3.123  3.075
H  0.968  -0.106  1.994
H  0.747  -0.384  6.350
H  5.027  -7.697  2.807
H  4.542  1.762  3.055
H  5.771  -5.544  2.762
H  4.645  -5.259  1.421
H  0.457  -1.065  -1.605
H  4.668  -2.057  5.668
H  3.780  -0.540  2.473
H  2.050  1.948  0.676
H  3.153  -0.615  7.008
H  3.654  -7.615  4.698
H  1.369  1.980  -0.987
H  3.630  -7.334  1.767
H  5.849  -3.476  2.245
H  1.056  -1.680  0.924
H  2.220  -1.138  -1.404
H  2.186  -5.178  4.554
H  2.251  -7.336  3.645
H  3.747  -5.448  5.340
H  0.288  1.970  0.445
H  8.342  0.173  4.359
H  -0.125  -1.659  4.387

These are the Löwdin partial charges, in e, on atoms 1 to 2: number 1, N, carries -0.092; number 2, N, carries 0.155

=====

# 4
Formula: C22H26N4O2RuS3Si
Source: the Open Molecules 2025 dataset
Level of theory: ωB97M-V with the def2-TZVPD basis set

Summary:
Multiplicity: 2
LUMO energy (spin up / spin down): 0.0966 / 0.0953 Ha
Energy above the lowest of the compared OMol25 structures with the same formula, charge and spin: 0.988 eV
Kohn-Sham gap (spin up / spin down): 6.153 / 6.959 eV
Calculated total energy: -76260.514 eV
Total charge: -1

Positions of all 59 atoms, in Å:
Ru  -0.914  0.438  -0.607
S  -1.190  0.757  -2.801
S  0.849  1.783  -0.805
S  1.481  -2.582  -1.313
Si  -2.231  2.170  0.244
O  1.703  -2.027  -2.622
O  1.131  -3.978  -1.213
N  -0.861  -0.866  1.093
N  0.399  -1.629  -0.588
N  6.566  -1.783  1.688
N  0.671  -2.630  1.571
C  4.915  -3.261  0.697
C  4.582  -0.882  0.617
C  2.793  1.723  -2.811
C  5.351  -1.976  1.014
C  -1.631  2.895  1.902
C  0.456  0.989  -3.332
C  1.363  1.452  -2.446
C  0.797  0.707  -4.765
C  0.242  -2.583  2.818
C  2.982  -2.353  -0.392
C  0.096  -1.771  0.707
C  -1.262  -0.835  2.355
C  -5.951  1.274  2.047
C  -6.434  0.229  1.271
C  3.404  -1.069  -0.082
C  -4.720  1.846  1.752
C  -2.603  3.640  -0.885
C  -0.743  -1.714  3.286
C  3.730  -3.448  0.003
C  -4.449  0.349  -0.082
C  -3.937  1.402  0.682
C  -5.678  -0.232  0.202
H  4.909  0.122  0.865
H  -1.064  -1.712  4.316
H  2.876  2.406  -3.663
H  -3.086  3.274  -1.793
H  -6.044  -1.048  -0.411
H  -3.875  -0.023  -0.926
H  -1.700  2.188  2.730
H  2.793  -0.219  -0.364
H  3.298  0.791  -3.083
H  -2.229  3.776  2.161
H  5.504  -4.118  1.004
H  -6.534  1.642  2.884
H  -3.256  4.377  -0.409
H  3.333  2.164  -1.972
H  -4.359  2.657  2.377
H  -0.590  3.216  1.821
H  -0.045  0.248  -5.280
H  -1.672  4.127  -1.184
H  1.638  0.011  -4.818
H  6.612  -0.920  2.206
H  -2.020  -0.100  2.598
H  6.844  -2.565  2.260
H  3.367  -4.441  -0.224
H  -7.391  -0.225  1.500
H  0.713  -3.282  3.504
H  1.075  1.618  -5.306

These are the Löwdin partial charges, in e, on atoms 1 to 2: number 1, Ru, carries 0.438; number 2, S, carries 0.567